Record 1
A structure of composition C3H3N3O. Source: the Open Molecules 2025 dataset; level of theory: ωB97M-V/def2-TZVPD.

Energy relative to the best compared isomer or geometry (same formula, charge and spin): 460.53 kJ/mol
Max |F|: 0.0192 hartree/bohr
HOMO level: -10.022 eV
Calculated total energy: -355.46448 hartree
M: 97.08 Da
HOMO-LUMO gap: 9.3 eV

Last column: natural (NBO) charge in e.
CARTESIAN COORDINATES (ANGSTROEM)
N  -1.671  -1.246  0.227  -0.631
C  -0.480  -1.016  0.063  0.551
N  0.781  -1.390  -0.170  -0.239
N  1.108  -0.453  -1.037  -0.075
O  0.998  0.773  1.667  -0.495
C  0.540  1.275  0.675  0.393
C  0.331  0.605  -0.666  -0.249
H  -1.953  -2.209  0.067  0.392
H  0.270  2.344  0.636  0.137
H  0.076  1.317  -1.462  0.215

***

Record 2
A structure of composition C10H21InNO5S. Source: the Open Molecules 2025 dataset; level of theory: ωB97M-V/def2-TZVPD.

Max |F|: 0.0181 hartree/bohr
HOMO level: -4.379 eV
Charge: -1
Calculated total energy: -1412.82838 hartree
M: 382.16 Da
HOMO-LUMO gap: 6.8 eV

Last column: Löwdin charge in e.
CARTESIAN COORDINATES (ANGSTROEM)
C  -1.896  -3.013  0.580  -0.170
C  -0.883  -2.142  0.644  -0.254
In  -0.767  -0.405  -0.727  0.791
C  0.356  1.275  0.230  -0.270
C  1.786  0.919  0.690  -0.311
C  1.968  1.247  2.175  -0.265
S  3.653  1.638  2.564  0.586
O  4.558  0.709  1.964  -0.278
O  3.874  3.028  2.295  -0.293
O  3.706  1.454  4.161  -0.170
C  -2.862  0.346  -1.091  -0.236
C  -2.943  1.877  -1.136  -0.279
O  -3.684  2.473  -0.037  -0.063
C  -3.049  2.399  1.142  -0.388
O  -3.274  1.585  1.983  0.098
N  0.039  -0.977  -2.615  -0.194
C  0.348  -2.401  -2.766  -0.433
C  1.845  -2.677  -2.531  -0.119
H  -1.838  -4.001  1.037  0.023
H  -2.827  -2.760  0.081  0.021
H  -0.099  -2.345  1.376  -0.004
H  -0.244  1.577  1.092  0.012
H  0.364  2.124  -0.454  0.026
H  2.500  1.503  0.108  0.105
H  2.034  -0.128  0.530  0.091
H  1.378  2.108  2.483  0.105
H  1.645  0.388  2.767  0.111
H  2.836  1.177  4.474  0.076
H  -3.182  -0.029  -2.062  0.021
H  -3.513  -0.006  -0.294  0.033
H  -3.473  2.193  -2.034  0.104
H  -1.953  2.338  -1.190  0.084
H  -2.321  3.201  1.336  0.141
H  -0.616  -0.723  -3.343  -0.011
H  -0.256  -3.072  -2.143  0.065
H  0.131  -2.687  -3.802  0.085
H  2.290  -1.788  -2.088  0.053
H  2.015  -3.558  -1.913  0.054
H  2.354  -2.849  -3.481  0.051

***

Record 3
A structure of composition C71H61N2O4P3RuS2Si in a non-equilibrium geometry. Source: the Open Molecules 2025 dataset; level of theory: ωB97M-V/def2-TZVPD.

Max |F|: 0.0231 hartree/bohr
HOMO level (spin up / spin down): -8.942 / -10.304 eV
Charge: +1
Calculated total energy: -5357.22072 hartree
M: 1292.49 Da
Multiplicity: 6
HOMO-LUMO gap (spin up / spin down): 6.7 / 6.5 eV

Last column: Löwdin charge in e.
CARTESIAN COORDINATES (ANGSTROEM)
Ru  -0.065  -0.330  0.091  0.887
C  -5.849  2.264  -1.878  -0.069
C  -5.638  2.514  -0.527  -0.062
C  -4.424  2.199  0.058  -0.110
C  -3.394  1.629  -0.697  -0.354
C  -3.625  1.369  -2.041  -0.100
C  -4.842  1.687  -2.632  -0.061
P  -1.802  1.344  0.222  1.051
C  -2.708  0.277  1.492  -0.330
C  -3.416  -0.741  0.834  -0.150
C  -4.216  -1.629  1.531  -0.088
C  -4.318  -1.531  2.913  -0.071
C  -3.593  -0.555  3.579  -0.064
C  -2.786  0.338  2.881  -0.067
C  -1.125  3.047  -0.068  -0.369
C  -1.910  4.196  -0.108  -0.062
C  -1.315  5.444  -0.226  -0.061
C  0.065  5.557  -0.321  -0.063
C  0.845  4.408  -0.316  -0.085
C  0.263  3.146  -0.181  -0.318
Si  1.289  1.577  -0.400  0.606
C  2.796  1.226  0.667  -0.300
C  3.550  2.197  1.329  -0.094
C  4.702  1.850  2.016  -0.054
C  5.147  0.535  2.016  -0.048
C  4.423  -0.442  1.352  -0.074
C  3.231  -0.109  0.717  -0.378
P  2.181  -1.376  -0.078  1.063
C  2.222  -2.865  0.990  -0.314
C  1.845  -4.115  0.487  -0.128
C  1.751  -5.219  1.320  -0.075
C  2.015  -5.092  2.677  -0.060
C  2.382  -3.856  3.187  -0.051
C  2.489  -2.752  2.353  -0.087
C  3.199  -1.821  -1.555  -0.304
C  3.615  -3.106  -1.906  -0.081
C  4.368  -3.315  -3.055  -0.073
C  4.728  -2.253  -3.869  -0.074
C  4.346  -0.967  -3.515  -0.062
C  3.592  -0.763  -2.371  -0.088
C  1.989  2.049  -2.115  -0.304
C  3.240  2.676  -2.185  -0.104
C  3.737  3.154  -3.386  -0.060
C  2.997  3.009  -4.554  -0.061
C  1.753  2.403  -4.505  -0.081
C  1.245  1.925  -3.294  -0.382
P  -0.424  1.196  -3.201  1.088
C  -0.359  -0.307  -4.201  -0.353
C  -1.535  -1.128  -4.243  -0.122
C  -1.489  -2.432  -4.586  -0.022
C  -0.179  -3.130  -4.776  -0.240
C  0.931  -2.164  -5.063  -0.023
C  0.854  -0.862  -4.699  -0.094
C  -1.374  2.414  -4.185  -0.370
C  -2.175  2.068  -5.269  -0.090
C  -2.925  3.042  -5.919  -0.077
C  -2.881  4.360  -5.490  -0.078
C  -2.076  4.709  -4.411  -0.065
C  -1.331  3.742  -3.757  -0.086
H  -6.802  2.504  -2.333  0.107
H  -6.428  2.947  0.075  0.110
H  -4.274  2.385  1.117  0.118
H  -2.856  0.892  -2.627  0.028
H  -4.998  1.476  -3.684  0.107
H  -3.359  -0.827  -0.244  0.102
H  -4.766  -2.391  0.992  0.112
H  -4.954  -2.214  3.463  0.109
H  -3.649  -0.476  4.657  0.115
H  -2.217  1.069  3.429  0.082
H  -2.987  4.135  -0.042  0.099
H  -1.935  6.332  -0.245  0.111
H  0.530  6.530  -0.419  0.110
H  1.921  4.495  -0.431  0.101
H  3.234  3.236  1.310  0.101
H  5.259  2.608  2.554  0.112
H  6.049  0.266  2.549  0.114
H  4.771  -1.468  1.352  0.119
H  1.595  -4.233  -0.556  0.083
H  1.468  -6.179  0.905  0.111
H  1.935  -5.950  3.332  0.110
H  2.579  -3.740  4.246  0.114
H  2.780  -1.800  2.774  0.071
H  3.389  -3.957  -1.288  0.086
H  4.681  -4.321  -3.305  0.110
H  5.311  -2.424  -4.766  0.110
H  4.630  -0.116  -4.123  0.111
H  3.313  0.239  -2.105  0.060
H  3.841  2.776  -1.286  0.102
H  4.706  3.638  -3.415  0.111
H  3.387  3.374  -5.496  0.110
H  1.165  2.302  -5.411  0.119
H  -2.497  -0.685  -4.002  0.095
H  -2.395  -3.027  -4.621  0.122
H  -0.243  -3.901  -5.549  0.145
H  1.852  -2.562  -5.474  0.116
H  1.727  -0.229  -4.796  0.092
H  -2.202  1.045  -5.622  0.096
H  -3.545  2.766  -6.764  0.107
H  -3.469  5.114  -5.996  0.106
H  -2.033  5.739  -4.077  0.107
H  -0.704  4.018  -2.914  0.097
C  -1.779  4.010  4.508  -0.021
N  -0.488  3.936  3.844  -0.155
C  0.654  4.505  4.552  -0.028
C  -0.266  3.025  2.899  -0.325
O  -1.143  2.367  2.341  -0.141
H  -2.036  5.054  4.685  0.092
H  -1.747  3.483  5.465  0.102
H  -2.535  3.558  3.874  0.084
H  0.340  5.417  5.054  0.090
H  1.445  4.752  3.844  0.089
H  1.046  3.802  5.291  0.097
H  0.774  2.995  2.557  0.140
C  -0.748  -4.192  7.877  -0.046
C  -0.302  -3.249  6.790  -0.267
C  -0.976  -3.177  5.577  -0.029
C  -0.582  -2.275  4.598  -0.060
C  0.506  -1.452  4.813  -0.273
C  1.204  -1.519  6.017  -0.047
C  0.802  -2.418  6.988  -0.030
S  0.889  -0.108  3.720  0.492
O  0.167  1.019  4.275  -0.290
O  2.326  0.049  3.731  -0.304
O  0.392  -0.530  2.369  -0.443
H  -1.705  -4.653  7.634  0.075
H  -0.853  -3.666  8.826  0.084
H  -0.016  -4.989  8.025  0.085
H  -1.829  -3.825  5.402  0.112
H  -1.132  -2.179  3.678  0.069
H  2.049  -0.859  6.174  0.120
H  1.343  -2.473  7.926  0.119
S  -1.861  -4.708  0.594  1.115
C  -1.411  -3.088  0.933  -0.437
N  -0.867  -2.431  -0.037  -0.065
C  -0.689  -3.257  -1.164  -0.338
C  0.021  -2.915  -2.281  -0.004
C  0.198  -3.872  -3.416  -0.227
C  -0.544  -5.161  -3.211  -0.020
C  -1.185  -5.485  -2.072  -0.072
C  -1.234  -4.540  -1.000  -0.455
H  -1.594  -2.662  1.905  0.062
H  0.441  -1.925  -2.367  0.077
H  1.270  -4.107  -3.525  0.147
H  -0.511  -5.880  -4.024  0.120
H  -1.664  -6.451  -1.966  0.114

***

- Number 1 is which compound?
  C3H3N3O

***

- Which of these has the highest calculated total energy?
  C3H3N3O

***

- Look up the calculated total energy of the second one.
  -1412.82838 hartree